# 1
{
  "formula": "C29H28BF7O2",
  "method": "the ωB97M-V functional and the def2-TZVPD basis",
  "fmax_ev_per_a": 4.60,
  "homo_ha": -0.314,
  "mol_weight_da": 552.339,
  "energy_ha": -1996.27455,
  "e_above_lowest_kcal_mol": 16.96,
  "charge": 0,
  "species": ["F", "C", "C", "C", "F", "C", "C", "C", "C", "C", "C", "F", "C", "C", "F", "C", "C", "H", "H", "H", "H", "H", "H", "H", "C", "C", "C", "C", "C", "C", "O", "B", "C", "C", "C", "C", "C", "F", "F", "F", "C", "C", "C", "C", "C", "O", "H", "H", "H", "H", "H", "H", "H", "H", "H", "H", "H", "H", "H", "H", "H", "H", "H", "H", "H", "H", "H"],
  "xyz": [[4.66335, -2.80704, -0.18437], [3.90469, -1.98092, 0.61747], [4.26724, -1.84428, 1.96339], [3.36222, -1.17438, 2.79678], [3.67376, -1.06024, 4.13922], [2.18491, -0.62019, 2.31516], [1.99732, -0.54167, 0.92062], [0.78850, 0.25361, 0.28315], [1.35247, 0.92099, -0.96960], [2.33113, 1.92975, -0.95069], [2.85287, 2.44984, -2.14177], [3.68232, 3.54807, -2.07104], [2.53232, 1.97148, -3.40856], [1.63383, 0.91195, -3.39872], [1.32158, 0.37135, -4.62454], [1.04716, 0.40746, -2.23216], [2.79693, -1.34654, 0.07670], [5.11611, -2.37348, 2.38161], [1.42324, -0.20731, 2.97960], [0.45312, 0.95546, 1.04926], [2.65251, 2.31927, 0.01661], [3.01677, 2.37154, -4.30387], [0.32864, -0.39346, -2.34384], [2.53570, -1.37529, -0.98089], [-2.40459, -2.88851, 1.84930], [-0.99279, -2.97142, 1.23020], [-0.04835, -3.92134, 1.97443], [-0.92881, -3.11231, -0.39379], [0.00776, -4.09686, -1.09862], [-2.31650, -3.31510, -0.99882], [-0.34271, -1.84661, -0.85311], [0.19615, -1.25417, 0.25588], [-1.82393, 2.05944, -0.16672], [-1.32008, 2.20202, -1.47778], [-0.67501, 3.39739, -1.79369], [-0.31679, 4.24265, -0.74521], [-0.02777, 5.69944, -0.97077], [-0.79421, 6.49402, -0.15650], [1.27755, 5.99936, -0.69398], [-0.27184, 6.10265, -2.24857], [-0.31481, 3.76622, 0.56706], [-1.11915, 2.68397, 0.87993], [-3.15801, 1.57365, 0.08379], [-3.32925, 0.90492, 1.46333], [-4.00411, 2.18853, 1.13437], [-0.37596, -1.68042, 1.45446], [-2.87894, -3.87238, 1.84279], [-2.39932, -2.56148, 2.89781], [-3.09589, -2.21837, 1.31960], [-0.37599, -4.96932, 1.94172], [0.96983, -3.83817, 1.55121], [0.02008, -3.59136, 3.02231], [-0.17866, -5.13421, -0.80522], [-0.27010, -3.95613, -2.15609], [1.07830, -3.84121, -0.99698], [-2.63494, -4.35827, -0.81428], [-3.09979, -2.63676, -0.62769], [-2.26875, -3.20212, -2.08623], [-1.49086, 1.42542, -2.23380], [-0.51943, 3.73663, -2.82278], [0.31286, 4.25530, 1.30986], [-1.25967, 2.38324, 1.92562], [-3.62794, 1.20506, -0.82821], [-3.96487, 0.02210, 1.57664], [-2.42765, 0.98993, 2.08163], [-3.63423, 3.09994, 1.59836], [-5.08953, 2.14867, 1.07900]],
  "lowdin_charge": [0.043, -0.214, 0.072, -0.216, 0.039, 0.053, -0.166, -0.008, -0.191, 0.044, -0.226, 0.038, 0.069, -0.222, 0.039, 0.008, 0.049, 0.131, 0.142, 0.121, 0.139, 0.138, 0.122, 0.140, -0.010, -0.395, 0.001, -0.394, -0.009, -0.018, 0.115, -0.677, -0.201, -0.013, 0.000, -0.144, -0.523, 0.114, 0.114, 0.118, -0.009, -0.052, -0.225, -0.094, -0.113, 0.095, 0.090, 0.097, 0.063, 0.093, 0.096, 0.099, 0.093, 0.095, 0.097, 0.106, 0.081, 0.091, 0.129, 0.134, 0.133, 0.122, 0.146, 0.098, 0.092, 0.111, 0.110]
}

=====

# 2
{
  "formula": "C27H31N5O5S",
  "method": "the ωB97M-V functional and the def2-TZVPD basis",
  "fmax_ev_per_a": 17.32,
  "homo_ha": -0.305,
  "mol_weight_da": 537.642,
  "energy_ha": -2094.86969,
  "e_above_lowest_kcal_mol": 530.34,
  "charge": 0,
  "species": ["C", "C", "O", "C", "C", "C", "C", "C", "C", "H", "H", "C", "N", "C", "O", "C", "C", "N", "H", "H", "C", "N", "S", "C", "O", "N", "H", "H", "C", "C", "C", "C", "C", "C", "C", "H", "H", "H", "H", "H", "H", "H", "H", "C", "O", "N", "H", "C", "C", "H", "C", "H", "H", "C", "H", "C", "H", "O", "H", "H", "H", "H", "H", "H", "H", "H", "H", "H", "H"],
  "xyz": [[3.87174, 3.59332, 3.98742], [3.00246, 2.51519, 3.39866], [3.09182, 2.38025, 1.92175], [2.40546, 1.55374, 1.36559], [1.72371, 0.73334, 1.95856], [0.81586, -0.23308, 1.30351], [0.77305, -0.12242, 0.03748], [1.77086, 0.76203, -0.84933], [2.56529, 1.54885, -0.03750], [3.11830, 2.36492, -0.44467], [1.68398, 0.65599, -1.89706], [-0.04958, -1.02691, -1.10211], [-1.26694, 0.07504, -1.25194], [-1.72259, 0.17820, -2.55931], [-0.87580, -0.14021, -3.53724], [-2.81247, 1.11117, -2.69030], [-3.20233, 1.56146, -4.05354], [-2.70475, 0.88036, -5.15691], [-1.92235, 0.23661, -5.31534], [-3.12621, 1.11481, -6.06888], [-4.13971, 2.37459, -4.17172], [-4.65461, 2.64221, -2.82702], [-3.80299, 2.01554, -1.78373], [-4.98015, 2.76951, -5.24159], [-4.40808, 2.41677, -6.72627], [-5.92311, 3.79008, -5.20726], [-6.05969, 4.18752, -4.11386], [-6.40614, 4.05427, -6.03678], [-2.11997, 0.24798, 0.06727], [-1.65074, 1.57397, 0.63468], [-0.89747, 2.43655, -0.21492], [-0.29463, 3.66863, 0.46741], [-0.64920, 3.78069, 1.85605], [-1.24309, 2.94375, 2.65349], [-1.75226, 1.75690, 2.00527], [-2.41573, 0.80498, 2.41572], [-1.35409, 3.00607, 3.52335], [-0.41406, 4.60859, 2.54743], [0.11681, 4.33472, -0.04470], [-0.75594, 2.21048, -1.11430], [-2.18659, -0.47738, 0.73506], [-3.25914, 0.20844, -0.10910], [0.29888, -1.07790, -1.95591], [-0.43761, -2.20406, -0.35135], [-1.45763, -2.73336, -0.06591], [0.52167, -2.96787, -0.55186], [1.44250, -2.59707, -0.69285], [0.53685, -4.21171, 0.17450], [1.61884, -4.42928, 1.22496], [1.31269, -3.71415, 2.11580], [1.65706, -5.77376, 1.98456], [1.17599, -5.75094, 2.95817], [1.09840, -6.45071, 1.23450], [3.05329, -5.94643, 2.21965], [3.24727, -6.99615, 2.13608], [3.48350, -5.33979, 1.02816], [4.80463, -4.87963, 1.06011], [2.91002, -4.12090, 0.99912], [3.51216, -5.88563, -0.01858], [3.24969, -5.59554, 3.19236], [-0.36157, -4.50396, 0.42217], [0.84764, -5.13669, -0.53180], [0.16642, -0.96266, 1.59779], [1.57331, 0.36190, 3.23048], [2.03360, 2.69136, 3.84522], [3.41129, 1.56306, 3.96297], [3.89566, 3.73988, 5.12473], [3.46531, 4.41538, 3.51070], [5.05122, 3.40911, 3.82292]],
  "lowdin_charge": [-0.102, -0.222, 0.049, -0.546, -0.021, -0.049, -0.130, 0.081, 0.030, 0.117, 0.095, 0.004, 0.043, -0.339, -0.039, -0.327, -0.311, 0.153, 0.103, 0.073, -0.288, -0.296, 1.124, -0.169, -0.259, 0.120, 0.198, 0.089, -0.094, -0.264, 0.038, 0.075, -0.107, -0.085, 0.005, 0.173, -0.007, 0.120, 0.010, 0.014, 0.045, 0.123, 0.040, -0.602, 0.126, 0.114, 0.164, -0.078, -0.387, 0.176, -0.161, 0.124, 0.153, -0.224, 0.130, -0.302, 0.205, -0.072, 0.164, 0.128, 0.066, 0.176, 0.098, 0.214, 0.108, 0.147, 0.104, 0.036, 0.128]
}

=====

# 3
{
  "formula": "C6H18NSi2",
  "method": "the ωB97M-V functional and the def2-TZVPD basis",
  "fmax_ev_per_a": 2.99,
  "homo_ha": -0.524,
  "mol_weight_da": 160.389,
  "energy_ha": -872.83781,
  "e_above_lowest_kcal_mol": 11.26,
  "charge": 1,
  "smiles": "C[SiH](C)[C@@]1(C)[NH2+][C@]1(C)[SiH3]",
  "species": ["C", "Si", "C", "C", "C", "N", "C", "C", "Si", "H", "H", "H", "H", "H", "H", "H", "H", "H", "H", "H", "H", "H", "H", "H", "H", "H", "H"],
  "xyz": [[-1.98564, -1.57615, -1.13736], [-1.66542, -0.24746, 0.23038], [-2.94657, 1.20161, 0.10398], [0.15697, 0.41346, 0.15874], [0.32397, 1.89363, -0.48529], [0.86073, 0.36677, 1.49782], [1.41694, -0.40307, 0.31647], [1.33102, -1.86279, 0.65822], [3.14621, 0.14386, -0.35232], [-2.85559, -2.07160, -0.77481], [-2.24392, -1.03095, -2.08218], [-1.09633, -2.21175, -1.20571], [-1.71731, -1.01944, 1.59175], [-2.35652, 2.15084, 0.02140], [-3.56502, 0.87915, -0.77946], [-3.78830, 1.34625, 0.85684], [-0.30527, 2.68080, -0.05460], [0.13361, 1.68186, -1.59983], [1.38794, 2.18117, -0.46058], [0.39262, -0.12387, 2.24982], [1.31631, 1.21306, 1.83844], [0.36908, -2.17308, 1.03691], [2.06235, -2.08732, 1.48804], [1.55373, -2.50345, -0.18759], [3.16780, 1.53454, -0.07775], [3.01204, -0.19466, -1.76528], [4.38015, -0.35960, 0.50420]],
  "lowdin_charge": [-0.186, 0.691, -0.192, -0.403, -0.046, 0.106, -0.529, -0.090, 0.778, 0.014, 0.051, 0.022, 0.015, 0.015, 0.040, 0.056, 0.072, 0.123, 0.021, 0.143, 0.170, 0.059, 0.115, 0.092, -0.084, -0.039, -0.014]
}

=====

# 4
{
  "formula": "C24H30N4O2OsS2",
  "method": "the ωB97M-V functional and the def2-TZVPD basis",
  "fmax_ev_per_a": 0.49,
  "homo_ha": [-0.353, -0.350],
  "mol_weight_da": 660.894,
  "energy_ha": -2188.90289,
  "e_above_lowest_kcal_mol": 3.16,
  "charge": 1,
  "multiplicity": 2,
  "species": ["Os", "C", "N", "C", "C", "N", "C", "C", "C", "C", "C", "C", "C", "S", "C", "C", "C", "C", "C", "C", "S", "H", "H", "H", "H", "H", "H", "H", "H", "H", "H", "H", "H", "H", "H", "H", "H", "H", "H", "C", "N", "C", "C", "O", "H", "H", "H", "H", "H", "H", "H", "O", "N", "C", "C", "C", "C", "C", "H", "H", "H", "H", "H"],
  "xyz": [[-0.01236, -0.83841, 0.30248], [-2.09936, -1.64396, 2.43426], [-1.89168, -0.68228, 1.30651], [-1.90071, 0.71015, 1.82998], [-0.55935, 1.01921, 2.47154], [0.55077, 0.98222, 1.46741], [0.54278, 2.24157, 0.69678], [1.81580, 0.73809, 2.15919], [2.65992, 1.77040, 2.53971], [3.84724, 1.48922, 3.20346], [4.17241, 0.17564, 3.50764], [3.31649, -0.85489, 3.14665], [2.13307, -0.58874, 2.46275], [1.05542, -1.90325, 1.97519], [-2.95965, -0.97707, 0.33960], [-4.18488, -0.33690, 0.38491], [-5.19610, -0.72315, -0.48706], [-4.97362, -1.76740, -1.37226], [-3.74144, -2.40470, -1.41004], [-2.70488, -2.01270, -0.56437], [-1.09800, -2.72876, -0.65920], [-3.10939, -1.50822, 2.82550], [-1.36411, -1.47692, 3.21381], [-1.97897, -2.65283, 2.04805], [-2.69696, 0.83979, 2.56765], [-2.09834, 1.38162, 0.99393], [-0.32832, 0.28131, 3.23688], [-0.58562, 2.00232, 2.95081], [0.42392, 3.10818, 1.35307], [-0.27158, 2.22360, -0.02202], [1.48162, 2.34340, 0.16308], [2.40550, 2.79848, 2.31830], [4.50597, 2.29736, 3.49181], [5.09373, -0.04917, 4.02895], [3.56614, -1.88275, 3.37901], [-4.37346, 0.45387, 1.09979], [-6.15436, -0.22305, -0.45599], [-5.76285, -2.08500, -2.04172], [-3.56168, -3.21140, -2.11068], [-0.13979, -1.23347, -3.58651], [-1.41956, -0.58028, -3.33849], [-2.43078, -0.73669, -4.37853], [-1.68235, 0.14515, -2.27728], [-0.92180, 0.38024, -1.30793], [0.36834, -0.72612, -4.41065], [-0.32129, -2.26967, -3.86304], [0.47247, -1.22035, -2.69191], [-2.13808, -0.19871, -5.28079], [-3.38912, -0.36514, -4.02473], [-2.53212, -1.79465, -4.61545], [-2.67377, 0.60934, -2.28737], [1.79036, -0.96050, -0.79712], [2.65954, 0.04332, -0.90819], [3.83599, -0.07536, -0.27049], [4.80228, 0.89618, -0.41245], [4.55567, 1.99385, -1.22168], [3.33211, 2.08922, -1.86788], [2.39071, 1.09870, -1.69422], [3.93431, -0.96432, 0.33369], [5.73791, 0.77824, 0.11427], [5.30478, 2.76282, -1.34853], [3.09571, 2.92767, -2.50710], [1.40539, 1.09565, -2.13299]],
  "lowdin_charge": [0.986, -0.068, -0.301, -0.158, -0.147, -0.258, -0.059, -0.288, -0.024, -0.073, -0.073, -0.105, -0.570, 0.692, -0.309, -0.028, -0.076, -0.081, -0.108, -0.610, 0.626, 0.110, 0.055, 0.079, 0.134, 0.123, 0.110, 0.139, 0.100, 0.076, 0.073, 0.112, 0.109, 0.111, 0.111, 0.114, 0.107, 0.109, 0.109, -0.033, -0.143, -0.016, -0.289, -0.184, 0.104, 0.097, 0.039, 0.100, 0.092, 0.100, 0.158, -0.308, -0.153, 0.013, -0.008, -0.026, -0.023, -0.022, 0.147, 0.126, 0.122, 0.124, 0.130]
}